1.
This record from the Open Molecules 2025 dataset describes 2 unconnected molecules or ions with the total composition CH8N2O in a non-equilibrium geometry. The level of theory is ωB97M-V/def2-TZVPD.

Properties
Strongest force on any atom = 4.4 eV/Å
Charge = 0
HOMO energy = -9.1 eV
2S+1 = 1
Energy = -227.5379 Ha
E_LUMO = 1.05 eV
SMILES = CN.NO
Relative energy (zero: lowest compared OMol25 entry of this formula, charge and spin) = 270.74 kJ/mol

Each line ends with the Löwdin charge.
Positions of all 12 atoms, in Å:
C: 1.26281 0.26871 -0.78514  -0.21
N: 1.47981 0.27763 0.65419  -0.07
H: 1.63440 1.20575 -1.21211  0.06
H: 1.86633 -0.51560 -1.25761  0.08
H: 0.11916 0.33603 -1.07052  0.08
H: 0.62344 0.60508 1.10943  0.04
H: 1.58338 -0.67546 0.99401  0.06
N: -1.72907 -0.16022 0.83596  -0.05
O: -1.63679 -0.53878 -0.56525  -0.23
H: -2.20419 0.74460 0.79621  0.07
H: -2.42502 -0.81052 1.20816  0.07
H: -0.57428 -0.73722 -0.70732  0.10

Atoms 1-2, force components in eV/Å:
-1.1 1.1 -0.6
-0.5 -0.3 0.5

2.
This record from the Open Molecules 2025 dataset describes 2 unconnected molecules or ions with the total composition CH8N2O in a non-equilibrium geometry. The level of theory is ωB97M-V/def2-TZVPD.

Properties
Strongest force on any atom = 1.9 eV/Å
Charge = 0
HOMO energy = -9.8 eV
2S+1 = 1
Energy = -227.6342 Ha
E_LUMO = 0.90 eV
SMILES = NCN.O
Relative energy (zero: lowest compared OMol25 entry of this formula, charge and spin) = 18.07 kJ/mol

Each line ends with the Löwdin charge.
Positions of all 12 atoms, in Å:
N: 2.03417 0.60595 0.05499  -0.02
C: 0.58308 0.39175 0.24465  -0.37
N: 0.03194 -0.74244 -0.50769  -0.01
H: 2.53061 -0.03828 0.66519  0.06
H: 2.27180 1.53537 0.36502  0.05
H: 0.09551 1.28923 -0.13952  0.11
H: 0.37501 0.23929 1.30356  0.10
H: 0.42836 -1.57945 -0.10697  0.07
H: 0.18598 -0.52777 -1.48723  0.08
O: -2.96844 -0.07669 -0.33980  -0.09
H: -3.49804 -0.81506 -0.08046  0.01
H: -2.06998 -0.28190 0.02826  0.01

Atoms 1-2, force components in eV/Å:
-0.4 -0.6 0.0
0.3 0.0 -0.5

3.
This record from the Open Molecules 2025 dataset describes 2 unconnected molecules or ions with the total composition CH8N2S in a non-equilibrium geometry. The level of theory is ωB97M-V/def2-TZVPD.

Properties
Strongest force on any atom = 2.4 eV/Å
Charge = 0
HOMO energy = -8.8 eV
2S+1 = 1
Energy = -550.5650 Ha
E_LUMO = 0.79 eV
SMILES = NCN.S
Relative energy (zero: lowest compared OMol25 entry of this formula, charge and spin) = 38.25 kJ/mol

Each line ends with the Löwdin charge.
Positions of all 12 atoms, in Å:
N: -0.71052 2.43394 -0.74742  -0.01
C: 0.48188 2.35901 -1.53708  -0.39
N: 1.75040 2.09307 -0.84270  -0.02
H: -0.80162 1.67027 -0.08808  0.06
H: -0.67619 3.22230 -0.10460  0.06
H: 0.37954 1.54532 -2.25329  0.10
H: 0.76507 3.18900 -2.19454  0.11
H: 2.16033 2.90567 -0.41463  0.05
H: 1.85255 1.23543 -0.31955  0.05
S: -0.74026 -3.19064 1.40717  0.46
H: -1.69657 -4.04138 1.04021  -0.23
H: 0.00606 -4.13432 2.00347  -0.22

Atoms 1-2, force components in eV/Å:
-0.6 1.1 0.6
1.9 -1.4 -0.1

4.
This record from the Open Molecules 2025 dataset describes 2 unconnected molecules or ions with the total composition CH8N3O in a non-equilibrium geometry. The level of theory is ωB97M-V/def2-TZVPD.

Properties
Strongest force on any atom = 1.6 eV/Å
Charge = +1
HOMO energy = -15.0 eV
2S+1 = 1
Energy = -282.2071 Ha
E_LUMO = -3.19 eV
Relative energy (zero: lowest compared OMol25 entry of this formula, charge and spin) = 57.75 kJ/mol

Each line ends with the Löwdin charge.
Positions of all 13 atoms, in Å:
N: -0.42205 -0.58091 -0.14681  0.22
C: 0.18779 0.29670 -0.94220  -0.45
N: 1.40067 0.73579 -0.60958  0.21
N: -0.40473 0.78690 -2.03044  0.22
H: -1.41253 -0.71951 -0.24528  0.14
H: 0.13693 -1.22495 0.35160  0.11
H: 1.97727 1.23980 -1.25334  0.13
H: 1.98818 0.25981 0.04696  0.13
H: -1.36732 0.63470 -2.19627  0.12
H: 0.02264 1.55652 -2.49381  0.13
H: -0.14024 -1.57996 3.25977  0.06
H: -1.33798 -0.55914 3.43040  0.05
O: -0.62863 -0.84575 2.82900  -0.08

Atoms 1-2, force components in eV/Å:
-0.2 0.9 -1.3
-0.1 0.0 0.3